Formula: C29H79F7N2O29P7
Source: the OMol25 dataset
Level of theory: ωB97M-V with the def2-TZVPD basis set

Each line ends with the Löwdin charge.
Cartesian coordinates (Å):
P 0.47 0.61 0.41  0.28
F 0.88 2.19 0.15  -0.18
F -0.81 0.77 -0.58  -0.15
F 1.54 0.42 -0.78  -0.15
F 0.23 -1.03 0.47  -0.18
F 1.60 0.54 1.58  -0.17
F -0.54 0.91 1.69  -0.18
C -2.64 3.43 1.05  -0.08
C -2.64 3.95 -0.38  -0.38
C -2.95 5.48 -0.53  -0.22
O -3.08 5.78 -1.89  -0.19
C -3.30 7.19 -2.22  -0.08
N -1.34 3.54 -0.98  0.06
H -2.69 2.34 1.10  0.07
H -3.58 3.74 1.52  0.06
H -1.82 3.77 1.68  0.07
H -3.36 3.42 -1.00  0.13
H -2.10 6.04 -0.15  0.11
H -3.83 5.77 0.06  0.11
H -2.42 7.75 -1.91  0.08
H -4.18 7.62 -1.73  0.07
H -3.47 7.27 -3.30  0.08
H -0.61 4.20 -0.71  0.05
H -1.07 2.76 -0.40  0.00
C 1.94 3.46 -2.54  -0.06
C 1.34 2.59 -3.64  -0.43
C 2.22 1.45 -4.21  -0.16
O 1.52 0.75 -5.29  -0.20
C 2.24 -0.28 -5.94  -0.12
N 0.15 2.03 -3.10  0.06
H 2.84 4.00 -2.83  0.07
H 2.32 2.83 -1.73  0.06
H 1.17 4.16 -2.23  0.07
H 1.10 3.21 -4.51  0.13
H 2.59 0.78 -3.43  0.12
H 3.08 1.95 -4.66  0.11
H 3.22 0.05 -6.27  0.08
H 1.66 -0.66 -6.78  0.09
H 2.46 -1.13 -5.30  0.06
H 0.03 1.23 -3.70  0.04
H 0.44 1.64 -2.21  0.02
C 1.59 3.25 2.99  -0.14
O 2.49 4.07 3.65  -0.21
P 3.54 3.36 4.75  0.54
O 4.54 4.27 5.43  -0.27
O 2.50 2.62 5.80  -0.25
C 2.98 1.74 6.88  -0.06
O 4.24 2.16 3.94  -0.24
C 5.34 1.47 4.42  -0.15
H 1.32 2.40 3.62  0.07
H 2.16 2.81 2.17  0.07
H 0.81 3.87 2.54  0.10
H 2.91 2.20 7.87  0.09
H 4.00 1.39 6.72  0.07
H 2.40 0.82 6.92  0.07
H 6.20 1.62 3.78  0.09
H 5.07 0.41 4.43  0.09
H 5.68 1.78 5.41  0.08
C 6.15 3.68 1.04  -0.09
O 5.47 3.27 -0.14  -0.23
P 5.86 1.96 -1.06  0.51
O 5.17 1.80 -2.36  -0.22
O 7.47 2.08 -1.20  -0.22
C 7.95 2.85 -2.26  -0.15
O 5.73 0.66 -0.09  -0.20
C 4.82 0.57 0.94  -0.13
H 7.18 3.41 0.81  0.08
H 5.76 3.23 1.96  0.07
H 6.26 4.75 1.16  0.09
H 7.21 3.54 -2.66  0.09
H 8.27 2.25 -3.12  0.09
H 8.83 3.44 -2.02  0.09
H 4.39 1.54 1.19  0.08
H 5.34 0.14 1.79  0.08
H 4.14 -0.27 0.81  0.09
C -1.60 -3.78 -0.35  -0.08
O -1.41 -3.91 -1.74  -0.25
P -1.18 -5.37 -2.35  0.49
O -0.13 -6.21 -1.71  -0.24
O -2.64 -6.08 -2.25  -0.23
C -3.75 -5.51 -2.86  -0.12
O -1.00 -5.07 -3.95  -0.24
C -0.86 -6.08 -4.89  -0.12
H -2.64 -4.07 -0.18  0.07
H -1.51 -2.72 -0.10  0.08
H -0.84 -4.32 0.21  0.10
H -4.26 -6.30 -3.41  0.10
H -3.48 -4.62 -3.43  0.09
H -4.40 -5.05 -2.11  0.07
H 0.13 -5.98 -5.33  0.09
H -1.54 -5.80 -5.70  0.10
H -1.00 -7.04 -4.41  0.09
C -3.23 -1.44 2.05  -0.15
O -4.20 -1.68 1.10  -0.20
P -5.08 -3.04 1.00  0.59
O -5.55 -3.49 -0.37  -0.26
O -4.15 -4.17 1.83  -0.26
C -4.26 -5.55 1.70  -0.14
O -6.37 -2.86 2.04  -0.25
C -6.19 -2.37 3.37  -0.10
H -2.39 -0.89 1.62  0.08
H -2.78 -2.26 2.60  0.08
H -3.63 -0.78 2.82  0.08
H -3.36 -5.98 1.26  0.09
H -5.25 -5.81 1.33  0.09
H -4.23 -6.05 2.67  0.08
H -5.16 -2.20 3.65  0.07
H -6.55 -3.19 3.99  0.09
H -6.81 -1.47 3.37  0.10
C -1.53 1.36 4.54  -0.10
O -1.44 -0.01 4.20  -0.25
P -1.16 -1.12 5.36  0.51
O -1.56 -2.52 4.96  -0.25
O 0.38 -0.77 5.80  -0.23
C 1.37 -0.86 4.79  -0.10
O -2.07 -0.43 6.51  -0.23
C -2.06 -0.91 7.83  -0.12
H -1.01 1.90 3.75  0.07
H -1.02 1.56 5.48  0.08
H -2.59 1.63 4.59  0.10
H 1.03 -0.97 3.76  0.09
H 2.04 -1.65 5.12  0.10
H 1.92 0.08 4.67  0.07
H -3.06 -0.85 8.27  0.09
H -1.36 -0.32 8.42  0.09
H -1.91 -1.99 7.88  0.09
C -4.02 -1.21 -2.09  -0.15
O -4.11 -0.78 -3.41  -0.25
P -3.04 0.27 -4.08  0.59
O -2.73 1.36 -3.11  -0.24
O -1.73 -0.77 -4.42  -0.24
C -0.95 -1.41 -3.38  -0.08
O -3.72 0.62 -5.55  -0.22
C -4.73 -0.18 -6.16  -0.12
H -3.39 -2.09 -2.00  0.07
H -5.01 -1.27 -1.64  0.08
H -3.48 -0.44 -1.53  0.08
H -1.02 -2.49 -3.51  0.06
H -1.21 -1.30 -2.32  0.07
H 0.07 -1.06 -3.50  0.08
H -5.70 -0.15 -5.68  0.08
H -4.34 -1.20 -6.26  0.09
H -4.89 0.18 -7.18  0.08
C 2.96 -4.32 -1.60  -0.04
C 2.48 -2.85 -1.67  -0.34
O 2.23 -2.70 -3.07  0.10
C 2.65 -3.85 -3.76  -0.57
O 2.35 -4.15 -4.86  0.17
O 3.19 -4.69 -2.95  0.10
F 3.44 -2.05 -1.32  0.11
H 2.16 -4.95 -1.21  0.12
H 3.87 -4.42 -1.01  0.14
H 1.66 -2.75 -0.97  0.16

Output
- net charge = -1
- LUMO (eV) = 1.83
- frontier orbital gap (eV) = 6.7
- DFT total energy (eV) = -177773.4128
- spin multiplicity = 1
- maximum force (eV/A) = 5.3
- HOMO (Eh) = -0.1804

=====

Formula: C29H80Ag2N7O8
Source: the OMol25 dataset
Level of theory: ωB97M-V with the def2-TZVPD basis set

Each line ends with the Löwdin charge.
Cartesian coordinates (Å):
Ag -0.10 -4.42 1.77  0.77
Ag 0.28 -0.80 3.01  0.74
C 0.15 -1.38 -0.25  -0.27
O 0.27 -2.23 0.87  -0.53
H -0.43 -0.55 0.16  0.02
H 1.12 -0.98 -0.55  0.05
H -0.33 -1.78 -1.14  0.05
C 2.90 0.04 -2.83  -0.09
C 4.42 0.21 -3.05  -0.36
C 4.77 1.76 -3.19  -0.12
O 4.66 2.41 -1.85  -0.26
C 4.82 3.84 -1.85  -0.10
N 4.99 -0.21 -1.73  0.03
H 2.69 -1.02 -2.70  0.07
H 2.28 0.26 -3.70  0.07
H 2.68 0.49 -1.86  0.05
H 4.83 -0.41 -3.84  0.13
H 4.16 2.19 -3.98  0.11
H 5.80 1.88 -3.51  0.11
H 4.76 4.03 -0.78  0.07
H 3.96 4.35 -2.29  0.08
H 5.78 4.15 -2.28  0.09
H 4.15 -0.49 -1.25  0.02
H 5.30 0.65 -1.29  0.05
C -2.95 -4.40 -4.48  -0.03
C -1.84 -3.50 -3.95  -0.43
C -0.48 -4.12 -3.77  -0.22
O -0.65 -5.33 -3.10  -0.21
C 0.55 -5.85 -2.58  -0.09
N -1.76 -2.26 -4.74  0.05
H -3.98 -4.03 -4.48  0.08
H -3.03 -5.26 -3.82  0.05
H -2.77 -4.85 -5.46  0.09
H -2.07 -3.04 -2.99  0.11
H 0.15 -3.42 -3.23  0.12
H -0.09 -4.19 -4.79  0.14
H 1.18 -5.88 -3.47  0.10
H 0.46 -6.82 -2.09  0.09
H 1.05 -5.24 -1.83  0.08
H -1.06 -1.70 -4.28  0.02
H -2.56 -1.66 -4.59  0.04
C 4.03 0.07 1.71  -0.03
C 3.54 -0.21 3.17  -0.41
C 2.72 0.87 3.94  -0.21
O 3.36 2.14 3.94  -0.20
C 4.65 2.13 4.63  -0.05
N 2.75 -1.38 3.05  0.01
H 3.31 0.35 0.94  0.06
H 4.55 -0.78 1.27  0.09
H 4.63 0.97 1.84  0.08
H 4.44 -0.46 3.73  0.13
H 2.45 0.54 4.94  0.12
H 1.78 1.07 3.44  0.07
H 5.06 3.12 4.42  0.10
H 5.23 1.28 4.29  0.07
H 4.46 1.96 5.69  0.09
H 2.75 -1.69 2.09  0.06
H 3.02 -2.13 3.66  0.09
C -0.95 0.88 -3.69  -0.03
C -2.19 0.50 -2.85  -0.42
C -2.58 1.54 -1.82  -0.22
O -2.73 2.81 -2.44  -0.17
C -3.05 3.90 -1.59  -0.07
N -3.33 0.28 -3.73  0.03
H -1.26 1.64 -4.41  0.09
H -0.53 0.07 -4.29  0.06
H -0.11 1.18 -3.07  0.07
H -2.24 -0.51 -2.43  0.11
H -1.74 1.59 -1.12  0.09
H -3.31 1.23 -1.07  0.12
H -3.92 4.47 -1.93  0.10
H -2.13 4.48 -1.67  0.09
H -3.14 3.66 -0.53  0.06
H -3.25 0.84 -4.57  0.08
H -4.09 0.67 -3.20  0.07
C -3.56 -5.59 -0.74  -0.02
C -2.86 -4.37 -0.05  -0.38
C -3.05 -4.38 1.50  -0.21
O -4.47 -4.44 1.76  -0.17
C -4.87 -4.85 3.06  -0.10
N -1.42 -4.37 -0.39  0.04
H -3.36 -5.64 -1.81  0.05
H -4.65 -5.62 -0.67  0.08
H -3.15 -6.51 -0.32  0.08
H -3.35 -3.50 -0.49  0.14
H -2.57 -3.44 1.75  0.10
H -2.51 -5.26 1.86  0.10
H -4.20 -4.55 3.86  0.08
H -4.90 -5.93 3.19  0.09
H -5.84 -4.40 3.30  0.09
H -1.36 -4.54 -1.38  0.04
H -0.89 -3.51 -0.33  0.00
C -2.51 2.93 2.53  -0.05
C -1.32 1.99 2.97  -0.40
C -1.55 1.81 4.54  -0.18
O -0.51 0.97 5.05  -0.26
C -0.77 0.42 6.41  -0.04
N -1.48 0.75 2.29  0.02
H -3.44 2.75 3.06  0.08
H -2.60 2.65 1.48  0.05
H -2.31 3.99 2.66  0.07
H -0.36 2.44 2.74  0.12
H -2.62 1.63 4.68  0.12
H -1.40 2.77 5.03  0.13
H 0.16 -0.06 6.70  0.08
H -1.50 -0.39 6.44  0.08
H -0.96 1.26 7.08  0.09
H -2.46 0.52 2.33  0.10
H -1.19 0.76 1.32  0.04
C 1.76 2.63 0.35  -0.04
C 1.18 3.98 -0.15  -0.42
C 0.02 4.50 0.65  -0.23
O -0.55 5.67 0.11  -0.16
C -1.69 6.05 0.83  -0.12
N 2.29 4.88 -0.04  0.05
H 1.00 1.87 0.52  0.06
H 2.23 2.81 1.32  0.08
H 2.48 2.26 -0.38  0.06
H 0.97 3.96 -1.22  0.15
H 0.22 4.75 1.69  0.14
H -0.58 3.59 0.61  0.10
H -2.26 6.77 0.25  0.10
H -1.37 6.46 1.78  0.10
H -2.36 5.22 1.04  0.05
H 1.90 5.79 -0.27  0.08
H 2.32 4.97 0.96  0.08

Output
- net charge = +1
- LUMO (eV) = -3.86
- frontier orbital gap (eV) = 6.8
- DFT total energy (eV) = -66165.0954
- energy above the lowest of the compared OMol25 structures with the same formula, charge and spin (kcal/mol) = 0.0
- spin multiplicity = 1
- maximum force (eV/A) = 3.5
- HOMO (Eh) = -0.3928

=====

Formula: C29H82F3N6NiO13S
Source: the OMol25 dataset
Level of theory: ωB97M-V with the def2-TZVPD basis set

Each line ends with the Mulliken spin population.
Cartesian coordinates (Å):
Ni 3.32 1.05 1.63  1.97
C -0.51 0.85 -1.01  0.00
F -0.72 1.91 -0.17  0.00
F -1.01 -0.21 -0.42  0.00
F -1.11 1.08 -2.17  0.00
S 1.39 0.63 -1.21  0.00
O 1.56 -0.63 -1.95  0.00
O 1.89 1.78 -1.98  0.00
O 1.97 0.64 0.14  0.02
C 1.06 -1.60 3.14  0.01
C 2.52 -1.39 3.47  -0.01
C 3.13 -2.58 4.23  0.01
O 3.29 -3.77 3.44  0.00
C 3.68 -4.88 4.26  0.00
N 3.24 -0.97 2.29  0.04
H 0.78 -2.48 2.57  0.00
H 0.71 -0.73 2.58  0.00
H 0.49 -1.65 4.07  0.00
H 2.66 -0.55 4.15  0.00
H 2.51 -2.83 5.08  0.00
H 4.09 -2.17 4.56  0.00
H 2.93 -5.05 5.04  0.00
H 4.62 -4.73 4.78  0.00
H 3.84 -5.81 3.71  0.00
H 3.01 -1.67 1.60  -0.03
H 4.12 -1.45 2.36  0.01
C 2.00 4.40 0.41  0.00
C 3.46 3.84 0.31  -0.01
C 4.51 4.86 -0.17  0.00
O 5.68 4.16 -0.49  0.00
C 6.79 4.92 -0.89  0.00
N 3.86 3.15 1.51  -0.01
H 1.84 5.20 1.14  0.00
H 1.36 3.59 0.75  0.00
H 1.70 4.71 -0.60  0.00
H 3.44 3.00 -0.38  0.00
H 4.73 5.61 0.59  0.00
H 4.09 5.36 -1.04  0.00
H 7.28 5.35 -0.02  0.00
H 6.55 5.78 -1.51  0.00
H 7.52 4.35 -1.46  0.00
H 3.75 3.88 2.20  0.00
H 4.87 3.22 1.45  0.00
C -5.53 6.98 2.66  0.00
C -6.14 5.56 2.45  0.00
C -5.04 4.52 2.20  0.00
O -4.17 4.80 1.10  0.00
C -3.12 3.95 0.94  0.00
N -6.94 5.23 3.63  0.00
H -4.97 7.28 1.78  0.00
H -4.83 6.99 3.50  0.00
H -6.23 7.75 3.01  0.00
H -6.83 5.55 1.61  0.00
H -5.48 3.52 2.18  0.00
H -4.43 4.50 3.11  0.00
H -2.49 4.27 0.11  0.00
H -3.33 2.91 0.66  0.00
H -2.55 4.00 1.86  0.00
H -7.05 4.23 3.59  0.00
H -6.29 5.32 4.40  0.00
C -1.71 -4.87 2.00  0.00
C -2.35 -5.06 0.58  0.00
C -1.47 -5.61 -0.55  0.00
O -0.27 -4.79 -0.77  0.00
C -0.46 -3.52 -1.52  0.00
N -3.41 -5.99 0.73  0.00
H -0.91 -4.12 2.03  0.00
H -1.31 -5.83 2.33  0.00
H -2.44 -4.61 2.76  0.00
H -2.82 -4.13 0.27  0.00
H -2.06 -5.62 -1.47  0.00
H -1.09 -6.62 -0.42  0.00
H -1.35 -3.01 -1.14  0.00
H -0.57 -3.64 -2.59  0.00
H 0.35 -2.80 -1.43  0.00
H -3.76 -6.15 -0.21  0.00
H -4.17 -5.57 1.24  0.00
C -1.30 -3.06 -5.38  0.00
C -1.04 -1.60 -5.61  0.00
C 0.24 -1.33 -6.43  0.00
O 0.34 0.10 -6.58  0.00
C 0.88 0.79 -5.43  0.00
N -2.21 -1.05 -6.23  0.00
H -0.40 -3.59 -5.08  0.00
H -1.75 -3.53 -6.26  0.00
H -2.04 -3.24 -4.60  0.00
H -0.87 -1.15 -4.64  0.00
H 0.09 -1.70 -7.44  0.00
H 1.10 -1.88 -6.04  0.00
H 1.94 0.58 -5.25  0.00
H 0.36 0.53 -4.50  0.00
H 0.86 1.85 -5.69  0.00
H -2.37 -1.61 -7.06  0.00
H -2.07 -0.13 -6.63  0.00
C -2.68 0.09 5.65  0.00
C -3.64 0.19 4.44  0.00
C -3.79 -1.23 3.80  0.00
O -4.16 -1.24 2.40  0.00
C -3.22 -0.79 1.49  0.00
N -4.98 0.64 4.84  0.00
H -2.39 1.04 6.09  0.00
H -1.69 -0.23 5.31  0.00
H -2.88 -0.72 6.36  0.00
H -3.23 0.96 3.80  0.00
H -4.53 -1.86 4.31  0.00
H -2.80 -1.68 3.81  0.00
H -3.43 -1.15 0.48  0.00
H -2.21 -1.12 1.72  0.00
H -3.20 0.30 1.47  0.00
H -5.47 0.97 4.02  0.00
H -4.86 1.46 5.42  0.00
C 5.20 0.13 -3.48  0.00
O 4.87 -0.44 -2.23  0.00
H 5.83 -0.60 -3.99  0.00
H 4.25 0.36 -3.96  0.00
H 5.74 1.07 -3.35  0.00
H 4.40 -1.26 -2.39  0.00
C 2.53 -4.14 0.03  0.00
O 2.59 -2.74 -0.16  0.00
H 1.83 -4.50 0.78  0.00
H 2.18 -4.60 -0.90  0.00
H 3.54 -4.50 0.24  0.00
H 1.94 -2.50 -0.82  0.00
C -0.62 3.88 -3.21  0.00
O -1.00 4.26 -4.50  0.00
H 0.08 3.05 -3.21  0.00
H -0.19 4.77 -2.74  0.00
H -1.52 3.71 -2.62  0.00
H -1.15 3.45 -5.00  0.00
C 2.59 -3.45 -3.72  0.00
O 2.74 -2.04 -3.74  0.00
H 3.18 -3.87 -2.91  0.00
H 1.54 -3.74 -3.57  0.00
H 2.91 -3.92 -4.65  0.00
H 2.32 -1.53 -3.04  0.00

Output
- net charge = +1
- ⟨S²⟩ = 2.00
- LUMO (alpha / beta) (eV) = -4.31 / -6.97
- frontier orbital gap (alpha / beta) (eV) = 6.2 / 3.5
- DFT total energy (eV) = -126978.2886
- spin multiplicity = 3
- maximum force (eV/A) = 4.8
- HOMO (alpha / beta) (Eh) = -0.3852 / -0.3852